(1)
10
Properties=species:S:1:pos:R:3:forces:R:3 method="wB97M-V/def2-TZVPD" total_energy_ev=-32192.51901 homo_energy_ev="-7.79 / -8.37" max_force_ev_per_a=3.02 relative_energy_kj_mol=576.6 homo_lumo_gap_ev="7.06 / 7.83"
C -0.38741 0.08664 -1.47631 -0.6 2.3 0.1
C 0.35560 -0.81309 -0.89135 -0.8 0.8 -0.4
C -0.79632 1.25882 0.83733 0.6 -1.0 -2.8
N 0.56944 -0.70308 0.47788 1.2 -0.7 0.0
N -0.02747 0.26387 1.25490 -1.9 1.7 -0.4
F -0.52545 0.51638 -2.74967 0.1 -1.1 1.3
S -1.41020 2.70130 1.12682 0.3 -1.2 0.2
Cl 1.00130 -2.28341 -1.52402 0.3 0.0 -0.2
H 0.86509 -1.59795 0.82566 -0.6 0.1 1.3
H 0.35543 0.57053 2.11878 1.3 -0.9 0.9

***

(2)
11
Properties=species:S:1:pos:R:3:forces:R:3 method="wB97M-V/def2-TZVPD" total_energy_ev=-45822.24546 homo_energy_ev="-8.48 / -8.74" max_force_ev_per_a=4.32 relative_energy_kj_mol=246.2 homo_lumo_gap_ev="6.84 / 5.59"
N -1.37332 -0.07359 -0.07181 -0.1 0.2 0.8
N 0.27925 0.86130 -1.73858 0.0 -0.2 -3.8
O 1.16026 1.81389 0.34613 0.5 -0.1 0.7
O -1.87465 2.47799 -1.02646 0.3 -0.2 -0.2
P -1.43235 0.83104 -1.40147 1.7 0.2 0.9
P 1.53502 0.72753 -0.60999 0.2 0.7 -0.8
P 0.03004 -0.68780 0.66879 -0.6 2.5 -3.5
S -1.09124 3.53686 -0.04515 -0.4 -0.7 -0.2
H 0.51608 0.66149 -2.77235 -0.5 0.4 2.3
H -0.53894 -1.73484 1.13161 -1.1 -3.4 1.8
H 0.22221 0.18700 1.65414 0.1 0.8 1.9